Entry 1:
DFT (the ωB97M-V functional and the def2-TZVPD basis) results for a molecular structure, C42H44As2HfN7S2 at a distorted geometry.

Each line ends with the Mulliken charge.
Positions of all 98 atoms, in Å:
Hf1 -0.97849 -0.25166 0.72195  1.213
N1 -3.53189 3.00554 2.62795  -0.374
C1 -2.99889 1.91194 2.10365  0.796
S1 -1.38679 1.49254 2.58835  -0.413
N2 -3.73199 1.18134 1.28635  -1.851
N3 -3.21639 0.04914 0.80695  1.797
C2 -4.02499 -0.79616 0.23685  -1.142
C3 -3.55839 -2.12306 -0.07725  1.263
C4 -4.46649 -3.12826 -0.42875  -1.024
C5 -4.02289 -4.43096 -0.56385  -0.530
C6 -2.67859 -4.70146 -0.33775  -1.160
C7 -1.83699 -3.64776 -0.02935  -0.225
N4 -2.23059 -2.37586 0.08325  0.516
H1 -2.99199 3.56294 3.27205  0.215
H2 -4.48149 3.27384 2.41475  0.266
H3 -5.07729 -0.55106 0.12165  0.558
H4 -5.50909 -2.89106 -0.57445  0.578
H5 -4.70939 -5.21536 -0.83555  0.498
H6 -2.28129 -5.70186 -0.40745  0.502
H7 -0.78569 -3.85116 0.14245  0.364
C8 1.43841 -1.94896 -0.57615  -0.502
C9 2.39701 -1.69856 0.58885  -0.942
As1 1.56301 -0.37006 1.82875  0.939
C10 2.56931 -0.54276 3.51395  0.690
C11 3.07661 -1.73786 4.01845  -0.381
C12 3.77911 -1.73126 5.21355  -0.813
C13 3.96661 -0.54806 5.91015  -0.572
C14 3.45191 0.64254 5.41795  -0.777
C15 2.74281 0.64474 4.23155  -0.378
C16 2.46801 1.24984 1.21215  0.755
C17 1.71591 2.36754 0.86255  0.483
C18 2.34891 3.56794 0.58285  -0.822
C19 3.73101 3.65394 0.65595  -0.688
C20 4.48601 2.54064 0.99425  -0.985
C21 3.85841 1.33854 1.27185  -0.688
As2 1.04501 -0.15956 -1.39255  1.571
C22 -0.16869 -0.51676 -2.90625  0.703
C23 0.20321 -0.37046 -4.24405  -0.706
C24 -0.75349 -0.39996 -5.24575  -0.882
C25 -2.09329 -0.56016 -4.93115  -0.830
C26 -2.48029 -0.69266 -3.60575  -0.943
C27 -1.52299 -0.65246 -2.60785  -1.053
C28 2.81801 -0.09966 -2.30275  0.533
C29 3.70601 0.94904 -2.07765  -0.406
C30 4.98931 0.89484 -2.60415  -0.692
C31 5.39071 -0.19536 -3.35855  -0.610
C32 4.49521 -1.22076 -3.62555  -0.839
C33 3.21811 -1.17886 -3.09485  -0.792
H8 0.50341 -2.39876 -0.20565  -0.686
H9 1.89011 -2.63196 -1.30445  1.075
H10 3.34731 -1.29246 0.21195  0.630
H11 2.63981 -2.62746 1.12185  0.726
H12 2.94961 -2.67316 3.48135  0.361
H13 4.18801 -2.65096 5.60195  0.452
H14 4.51071 -0.54686 6.83995  0.432
H15 3.60261 1.57084 5.94955  0.456
H16 2.33261 1.57324 3.83805  0.337
H17 0.62371 2.30644 0.84515  -0.086
H18 1.75991 4.43754 0.33695  0.512
H19 4.22071 4.59354 0.45855  0.446
H20 5.56031 2.60954 1.06075  0.523
H21 4.43821 0.46844 1.57145  0.471
H22 1.24511 -0.21206 -4.49655  0.434
H23 -0.44909 -0.28946 -6.27495  0.494
H24 -2.83499 -0.57246 -5.71315  0.462
H25 -3.52419 -0.79606 -3.34845  0.567
H26 -1.83879 -0.68656 -1.55395  0.728
H27 3.39311 1.80514 -1.49045  0.457
H28 5.67661 1.70704 -2.42215  0.474
H29 6.39871 -0.25126 -3.73925  0.447
H30 4.79391 -2.05246 -4.24685  0.442
H31 2.52541 -1.98486 -3.31985  0.404
C34 -1.51339 -3.42966 4.97205  -0.432
C35 -2.51389 -2.55076 4.58415  -0.905
C36 -2.35659 -1.82176 3.41525  -0.144
N5 -1.26769 -1.89706 2.63795  0.346
C37 -0.31429 -2.75986 3.02105  0.066
C38 -0.39289 -3.53786 4.15955  -1.147
H32 -1.59879 -4.01826 5.87255  0.459
H33 -3.40689 -2.41926 5.17485  0.502
H34 -3.13739 -1.13666 3.09535  0.218
H35 0.56611 -2.82296 2.38165  0.558
H36 0.40811 -4.21306 4.40705  0.526
C39 -4.21929 3.51804 -1.59515  -0.725
N6 -3.10589 3.42334 -2.49815  0.041
C40 -3.11109 4.10444 -3.78975  -0.604
C41 -1.69969 3.83404 -4.34155  -0.580
N7 -1.12059 2.97974 -3.31485  0.116
C42 -1.93479 2.85354 -2.26515  -0.250
S2 -1.47809 2.15464 -0.78925  -0.063
H37 -5.14259 3.26064 -2.11665  0.340
H38 -4.31329 4.53754 -1.21115  0.313
H39 -4.06709 2.83564 -0.75825  0.079
H40 -3.30329 5.17164 -3.64585  0.355
H41 -3.89999 3.69764 -4.42825  0.348
H42 -1.11589 4.75134 -4.45125  0.341
H43 -1.70929 3.31044 -5.29785  0.319
H44 -0.14449 2.73214 -3.30155  0.144

Computed properties:
HOMO-LUMO gap   6.7 eV
Total charge   +3
E_HOMO   -15.629 eV


Entry 2:
DFT (the ωB97M-V functional and the def2-TZVPD basis) results for a molecular structure, C42H44BMoN16S2 at a distorted geometry.

Each line ends with the Löwdin spin population.
Positions of all 106 atoms, in Å:
Mo1 0.03915 -0.06872 -0.08398  1.712
C1 -2.31832 1.80294 -2.17075  0.004
C2 -2.62402 1.59148 -0.72497  0.015
C3 -3.76831 1.99237 -0.04451  0.010
C4 -3.59773 1.56191 1.25991  0.021
N1 -2.42547 0.92501 1.34893  0.005
N2 -1.80742 0.94667 0.13992  0.010
B1 -1.71531 0.45041 2.65150  0.001
N3 -1.29822 -1.02851 2.48643  -0.001
C5 -1.39549 -2.04526 3.34837  0.016
C6 -0.92933 -3.19422 2.73470  0.005
C7 -0.53055 -2.80422 1.46038  0.013
C8 -0.06014 -3.71210 0.37395  0.004
N4 -0.74381 -1.47287 1.32301  0.001
N5 -0.38527 1.23882 2.71372  0.001
C9 0.09552 2.09559 3.62062  0.013
C10 1.40108 2.40841 3.28528  0.007
C11 1.67596 1.69533 2.12870  0.006
C12 2.98358 1.67797 1.40848  0.002
N6 0.58526 0.97226 1.78504  -0.006
N7 -2.65341 0.65937 3.79507  0.000
C13 -3.68499 -0.13995 4.22207  0.000
C14 -4.43695 0.58630 5.09362  0.000
C15 -3.81673 1.86784 5.15315  0.000
C16 -4.23704 3.05871 5.92620  0.000
N8 -2.76221 1.89134 4.35371  0.000
H1 -3.09289 2.42440 -2.61406  0.000
H2 -1.36051 2.30197 -2.31749  0.001
H3 -2.30040 0.85946 -2.72025  0.001
H4 -4.60585 2.53854 -0.44546  0.000
H5 -4.24399 1.67713 2.11706  0.001
H6 -1.77013 -1.90566 4.35009  0.001
H7 -0.89164 -4.18729 3.15183  0.000
H8 -0.90920 -4.27994 -0.01829  0.001
H9 0.41304 -3.18418 -0.44910  0.001
H10 0.63896 -4.44909 0.76763  0.000
H11 -0.52697 2.43350 4.43122  0.000
H12 2.06342 3.06868 3.81958  0.000
H13 3.78783 1.74595 2.13939  0.000
H14 3.11806 0.76979 0.82538  0.000
H15 3.07829 2.54730 0.75387  0.001
H16 -3.81824 -1.14836 3.86260  0.000
H17 -5.30308 0.26340 5.64675  0.000
H18 -4.63576 2.78222 6.90063  0.000
H19 -3.41857 3.76536 6.03623  0.000
H20 -5.05446 3.57298 5.41369  0.000
C17 3.11088 0.91807 -2.19591  0.019
C18 1.94616 0.26593 -2.83525  0.091
N9 0.87428 -0.21947 -2.23861  -0.010
C19 0.06715 -0.86851 -3.15343  0.086
C20 0.52546 -0.84599 -4.45955  0.201
S1 1.99423 -0.01819 -4.54369  0.073
C21 -1.11923 -1.47600 -2.68935  0.112
C22 -2.03515 -2.18477 -3.45923  0.220
S2 -3.33703 -2.65840 -2.50244  0.084
C23 -2.61404 -1.90598 -1.11496  0.109
N10 -1.44318 -1.34246 -1.35610  -0.015
C24 -3.40556 -1.95746 0.13822  0.023
H21 3.01000 0.93196 -1.11680  0.000
H22 3.23060 1.93878 -2.56983  0.007
H23 4.02102 0.37331 -2.46176  0.006
H24 0.06282 -1.27781 -5.33664  0.005
H25 -1.99423 -2.41624 -4.51514  0.005
H26 -4.35574 -2.45545 -0.05767  0.000
H27 -3.62449 -0.95174 0.50392  0.007
H28 -2.89739 -2.51077 0.92948  0.008
N11 0.62894 1.78690 -0.63786  0.005
C25 0.79258 2.92247 -0.78971  0.049
C26 0.98846 4.29578 -0.96715  0.008
C27 2.29317 4.83028 -1.00554  0.005
C28 2.46624 6.18005 -1.21345  0.000
C29 1.35954 7.01088 -1.38342  0.005
C30 0.06950 6.48912 -1.33822  0.000
C31 -0.12749 5.14193 -1.12649  0.006
H29 3.15301 4.18788 -0.86131  0.000
H30 3.46483 6.59469 -1.23847  0.000
H31 1.50448 8.07126 -1.54336  0.000
H32 -0.78408 7.14106 -1.46483  0.000
H33 -1.12896 4.73345 -1.07654  0.000
C32 2.13967 -1.43971 2.84008  0.001
C33 2.51819 -1.72387 1.42900  0.010
N12 1.92504 -1.35037 0.27980  0.010
C34 2.64305 -1.98482 -0.73149  0.006
C35 3.65883 -2.69602 -0.19586  0.003
N13 3.57181 -2.51629 1.15827  0.008
C36 4.48081 -3.14784 2.13610  0.001
N14 5.74459 -3.37800 1.55151  0.000
N15 6.07905 -4.62988 1.10453  0.000
N16 7.25544 -4.60353 0.65356  0.000
C37 7.78135 -3.33157 0.78071  0.000
C38 9.03465 -2.80720 0.47084  0.000
C39 9.24061 -1.46628 0.72238  0.000
C40 8.23291 -0.65407 1.26490  0.000
C41 6.98627 -1.15562 1.58423  0.000
C42 6.79248 -2.51405 1.35845  0.000
H34 1.17489 -0.95733 2.91046  0.000
H35 2.87550 -0.79387 3.32520  0.001
H36 2.09399 -2.37213 3.40448  0.000
H37 2.38186 -1.93217 -1.76816  0.000
H38 4.40136 -3.32284 -0.66285  0.000
H39 4.07898 -4.11774 2.43196  0.000
H40 4.57773 -2.50922 3.01304  0.000
H41 9.82116 -3.44060 0.08388  0.000
H42 10.20479 -1.02724 0.50712  0.000
H43 8.44359 0.39282 1.44018  0.000
H44 6.20175 -0.51737 1.97805  0.000

Computed properties:
HOMO-LUMO gap (alpha / beta)   4.2 / 1.3 eV
Multiplicity   4
⟨S²⟩   3.7904
Total charge   +4
E_HOMO (alpha / beta)   -16.315 / -16.314 eV